1.
C26H17NO6PRu | ωB97M-V/def2-TZVPD

Cartesian coordinates (Å):
Ru 1.75307 0.31898 0.25270
O 2.40932 -2.49413 -5.38989
C 2.14196 -1.83597 -4.24545
C 1.23443 -0.79384 -4.16742
C 1.01337 -0.15641 -2.95963
N 1.67511 -0.50901 -1.84362
C 2.51919 -1.55531 -1.92705
C 2.79220 -2.23886 -3.08559
C 3.15026 -2.02961 -0.63931
O 3.92949 -2.95178 -0.63200
O 2.76058 -1.38058 0.42629
C -0.06163 0.95008 -2.95169
O -0.54479 1.22902 -4.04591
O -0.33797 1.43225 -1.82300
H 1.88891 -2.11771 -6.10919
H 0.66514 -0.43945 -5.01737
H 3.48454 -3.06747 -3.06373
O 2.68043 0.50098 2.77594
C 1.69698 0.07675 2.22880
C 0.49667 -0.48564 2.91258
C 0.49948 -0.97495 4.20833
C -0.69448 -1.43081 4.75010
C -1.87150 -1.37115 4.01209
C -1.87386 -0.85751 2.72029
C -0.67839 -0.41899 2.16986
P -0.42924 0.33045 0.53024
C -1.85899 -0.22477 -0.39487
C -1.94394 -1.59056 -0.64529
C -3.04680 -2.09519 -1.31889
C -4.06113 -1.23898 -1.72107
C -3.97303 0.12329 -1.46265
C -2.86770 0.63883 -0.80726
C -0.02667 2.05604 0.92811
C 0.95542 2.68691 0.13564
C 1.70257 3.74597 0.67442
C 1.46474 4.19978 1.94919
C 0.45734 3.60795 2.71796
C -0.25660 2.53888 2.23197
H 1.42521 -1.00720 4.76781
H -0.71054 -1.83886 5.75218
H -2.79571 -1.72848 4.44729
H -2.79310 -0.80836 2.14989
H -1.15145 -2.25765 -0.32330
H -3.11069 -3.15461 -1.52866
H -4.92099 -1.63236 -2.24729
H -4.75775 0.79024 -1.79350
H -2.76641 1.70363 -0.65007
H 1.00256 2.46366 -0.92222
H 2.45079 4.22251 0.05460
H 2.03865 5.02300 2.35300
H 0.24635 3.98407 3.71056
H -1.00139 2.06295 2.85608

E_tot: -52883.544 eV
Energy relative to the best compared isomer or geometry (same formula, charge and spin): 0.0 kcal/mol
Multiplicity: 2
Net charge: 0

***

2.
C26H18BrCl5NO9PS2W | ωB97M-V/def2-TZVPD

Cartesian coordinates (Å):
W -0.82002 -0.40476 0.04624
Cl 3.67712 3.58192 -4.46713
C 2.67909 2.79673 -3.33392
C 2.57096 3.30309 -2.03289
Cl 3.47978 4.65559 -1.55309
C 1.71713 2.69435 -1.11634
Cl 1.49663 3.26994 0.47852
C 1.02089 1.55229 -1.49515
O 0.15448 0.93374 -0.64670
C 1.19542 1.01314 -2.77085
Cl 0.42507 -0.51303 -3.00440
C 1.99242 1.63476 -3.71212
Cl 2.13704 0.98720 -5.28048
Br -2.27683 2.75616 -1.54591
C -2.75810 1.09495 -2.28206
C -3.65009 1.08253 -3.34643
C -4.02083 -0.11977 -3.90800
C -3.50402 -1.29402 -3.38326
C -2.62294 -1.20828 -2.33871
N -2.21016 -0.04067 -1.78067
C -2.02606 -2.43227 -1.71062
O -2.34747 -3.54217 -1.96005
O -1.07082 -2.07425 -0.83800
H -4.03908 2.02133 -3.71213
H -4.70444 -0.14465 -4.74560
H -3.76842 -2.26824 -3.77035
O -0.64181 2.58233 2.60093
S -0.89641 1.23260 2.27404
O -1.77011 1.01086 1.05094
O 0.29296 0.43010 1.88076
C -1.93009 0.51887 3.53031
C -2.02400 1.18669 4.73786
C -3.00043 0.81138 5.65428
C -3.88865 -0.20742 5.34899
C -3.79398 -0.88828 4.13993
C -2.82686 -0.51602 3.22460
S -2.59262 -1.56565 1.80980
O -1.07845 -1.53675 1.67648
O -3.16163 -2.82937 2.07290
O -2.96430 -0.96867 0.49643
H -1.34482 2.00449 4.93843
H -3.07183 1.33218 6.59878
H -4.65500 -0.48800 6.05793
H -4.45467 -1.71217 3.90563
C 1.63972 -2.42722 1.78694
P 1.43584 -1.60426 0.17965
C 1.74454 -2.98900 -0.96458
C 2.87524 -0.51878 0.01694
C 3.51632 -0.39827 -1.21822
C 4.61552 0.43285 -1.34994
C 5.08925 1.13976 -0.25192
C 4.44952 1.02906 0.97543
C 3.33648 0.21573 1.10968
H 1.53741 -1.71825 2.60554
H 2.62439 -2.89147 1.82097
H 0.87179 -3.19302 1.89366
H 2.79273 -3.27447 -0.88642
H 1.52067 -2.74156 -1.99838
H 1.11487 -3.82901 -0.67204
H 3.17678 -0.97504 -2.07013
H 5.11868 0.51351 -2.30496
H 5.96306 1.76916 -0.35479
H 4.82304 1.57589 1.83050
H 2.83009 0.15163 2.06315

E_tot: -212598.343 eV
Energy relative to the best compared isomer or geometry (same formula, charge and spin): 24.9 kcal/mol
Net charge: +2

***

3.
C26H18BrCoN4O7 | ωB97M-V/def2-TZVPD

Cartesian coordinates (Å):
Co -0.09101 -0.09239 0.18130
O -3.29599 -0.57859 -2.28250
C -2.44737 -0.29421 -1.41623
N -1.14188 -0.20703 -1.49797
C -0.48584 -0.57806 -2.70577
C 0.98495 -0.83914 -2.41425
C 1.89193 -0.98621 -3.46200
C 3.20879 -1.30448 -3.19979
C 3.59495 -1.48989 -1.88375
C 2.64223 -1.30563 -0.89696
N 1.37560 -0.95962 -1.13190
C -2.91497 0.01723 0.01028
C -4.24765 0.27465 0.27387
C -4.63334 0.60385 1.56412
C -3.66847 0.65410 2.55409
C -2.35657 0.36287 2.21117
N -1.97468 0.04734 0.97266
H -0.56715 0.17849 -3.49787
H -0.90937 -1.49668 -3.13668
H 1.54258 -0.84974 -4.47906
H 3.92574 -1.40165 -4.00786
H 4.61253 -1.74366 -1.61650
H 2.91634 -1.42686 0.14625
H -4.94478 0.21635 -0.55145
H -5.67016 0.82009 1.79429
H -3.91663 0.91030 3.57662
H -1.56941 0.37786 2.95715
O 1.10751 -2.36440 2.45907
C 1.67262 -1.33513 2.64472
C 1.97754 1.05817 2.34671
C 2.76761 1.17618 3.68227
C 2.52031 2.41528 4.40679
C 1.76543 3.44494 3.87349
C 1.06959 3.38285 2.68462
C 1.01489 2.17637 1.93635
O 0.29044 1.96110 0.96483
N 3.10035 2.54422 5.68727
O 2.93995 3.57900 6.33391
O 3.72903 1.57802 6.13213
H 2.58725 -1.24239 3.23852
H 2.77704 0.32057 4.34384
H 1.70409 4.34881 4.46846
H 0.46308 4.21446 2.35270
Br 5.80553 3.02857 -3.53323
C 5.02376 2.47627 -1.89529
C 5.83635 2.26557 -0.78956
C 5.26657 1.85363 0.40178
C 3.87997 1.63064 0.49352
C 3.07810 1.86122 -0.63999
C 3.64971 2.29055 -1.82379
C 3.33157 1.17901 1.71952
O 4.04164 1.17377 2.88161
O 1.26182 -0.17000 2.08643
H 6.90305 2.43044 -0.86010
H 5.88506 1.69924 1.27746
H 2.00518 1.71241 -0.58110
H 3.02896 2.46923 -2.69124

E_tot: -155214.669 eV
Multiplicity: 4
Net charge: -1